Entry 1:
A structure of composition C4HIO, computed with ωB97M-V/def2-TZVPD.

Each line ends with the Mulliken charge.
CARTESIAN COORDINATES (ANGSTROEM)
C (0.122, 1.274, 0.491)  0.028
C (-0.632, 2.474, 0.273)  -0.304
C (-0.135, 0.137, -0.039)  -0.322
C (-1.573, 0.741, -0.739)  -0.017
O (-1.717, 2.058, -0.322)  0.002
I (-3.293, -0.157, 0.078)  0.106
H (0.250, -0.768, -0.213)  0.506

Cartesian forces, eV/Å:
C 0.741 0.528 0.992
C 1.086 1.322 0.827
C -3.329 4.186 -1.686
C 0.421 -2.042 1.741
O 0.177 -0.181 -1.009
I -0.095 -0.527 -0.451
H 0.998 -3.285 -0.414

The energy relative to the best compared isomer or geometry (same formula, charge and spin) comes out at 46.2 kcal/mol. The value obtained for the HOMO energy (alpha / beta) is -9.1 / -9.1 eV. As for the multiplicity: 1. The electronic energy is -14303.65144 eV.

Entry 2:
A structure of composition C4HLiMgO5, computed with ωB97M-V/def2-TZVPD.

Each line ends with the Mulliken charge.
CARTESIAN COORDINATES (ANGSTROEM)
O (-1.620, -0.811, 1.804)  -0.730
O (-0.611, -0.257, -0.156)  -0.210
O (-1.106, -2.350, 0.326)  -0.733
C (0.488, 1.883, -0.026)  -0.019
C (-0.556, 1.071, 0.141)  -0.113
C (-1.163, -1.150, 0.692)  1.290
H (0.346, 2.947, 0.177)  0.379
Mg (-1.990, -2.810, 2.109)  1.158
O (1.750, 0.126, -1.891)  -0.539
C (2.535, 0.597, -1.079)  -0.135
O (1.786, 1.494, -0.113)  -0.259
Li (0.141, -0.740, -1.982)  0.911

Cartesian forces, eV/Å:
O -0.787 -0.646 0.913
O -0.477 -1.835 -0.302
O -0.598 -1.517 0.128
C 0.695 -0.521 0.387
C -0.021 1.302 0.190
C 1.280 1.558 -0.283
H -0.059 -0.245 -0.369
Mg 0.685 1.332 -0.969
O -0.371 -0.506 -0.130
C -0.670 -0.228 -0.458
O -0.316 0.883 0.876
Li 0.639 0.422 0.017

As for the net charge: +1. The value obtained for the HOMO energy (alpha / beta) is -10.4 / -10.4 eV. As for the multiplicity: 2. The electronic energy is -20040.75909 eV.

Entry 3:
The ion C4HN3S2 with charge -2, computed with ωB97M-V/def2-TZVPD.

Each line ends with the Mulliken charge.
CARTESIAN COORDINATES (ANGSTROEM)
C (-0.123, -0.052, -0.280)  -0.029
C (0.083, -0.552, -1.587)  -0.136
C (-1.395, 0.640, 0.113)  -0.305
C (-1.372, -0.863, 0.107)  0.074
N (-0.861, -0.213, -2.441)  -0.206
N (-2.104, -0.108, -2.118)  -0.490
N (-2.314, -0.326, -0.741)  -0.018
S (-1.793, 2.083, 0.922)  -0.591
S (-1.440, -2.145, 1.243)  -0.632
H (0.534, 0.106, 0.579)  0.332

Cartesian forces, eV/Å:
C 0.121 -0.617 1.997
C -0.287 3.192 -1.927
C -1.476 -0.493 -1.014
C 1.167 -0.533 2.553
N 2.370 -2.991 -1.269
N -0.884 0.442 0.512
N -1.545 2.263 -0.605
S 0.081 0.004 0.231
S -0.160 -0.703 0.207
H 0.614 -0.564 -0.684

As for the net charge: -2. The value obtained for the HOMO energy (alpha / beta) is 1.6 / 0.7 eV. As for the multiplicity: 3. The electronic energy is -30296.59718 eV.

Entry 4:
The molecule C4HNO, computed with ωB97M-V/def2-TZVPD.

Each line ends with the Mulliken charge.
CARTESIAN COORDINATES (ANGSTROEM)
O (-0.667, -1.362, 1.306)  -0.391
C (-0.324, -0.772, 0.330)  0.093
C (-0.113, 0.650, 0.206)  -0.266
C (0.017, 1.839, 0.078)  0.355
C (1.061, -1.774, -0.923)  -0.030
N (-0.099, -1.478, -0.962)  -0.136
H (0.125, 2.896, -0.035)  0.375

Cartesian forces, eV/Å:
O 0.122 0.394 -0.490
C -0.803 -0.032 0.509
C -0.116 0.616 -0.024
C -0.062 -0.493 0.051
C -0.288 -0.457 -0.980
N 1.132 0.155 0.897
H 0.015 -0.184 0.037

The energy relative to the best compared isomer or geometry (same formula, charge and spin) comes out at 30.1 kcal/mol. The value obtained for the HOMO energy is -11.5 eV. As for the multiplicity: 1. The electronic energy is -7697.26638 eV.

Entry 5:
The molecule C4HNO, computed with ωB97M-V/def2-TZVPD.

Each line ends with the Mulliken charge.
CARTESIAN COORDINATES (ANGSTROEM)
O (0.535, -1.694, -1.611)  -0.392
C (0.239, -0.917, -0.761)  0.113
C (0.452, -0.905, 0.713)  0.086
C (0.089, -0.106, 1.562)  -0.335
C (-0.648, 1.025, 1.210)  0.608
N (-1.208, 1.767, 0.499)  -0.436
H (-0.311, 0.026, -0.930)  0.357

Cartesian forces, eV/Å:
O -0.011 0.156 0.392
C 0.477 -0.968 -0.480
C -0.113 0.233 0.101
C -0.152 0.102 -0.511
C -0.832 1.133 -0.901
N 0.695 -0.708 1.684
H -0.064 0.051 -0.284

The energy relative to the best compared isomer or geometry (same formula, charge and spin) comes out at 44.5 kcal/mol. The value obtained for the HOMO energy is -11.4 eV. As for the multiplicity: 1. The electronic energy is -7696.64001 eV.

Entry 6:
A structure of composition C4HNO, computed with ωB97M-V/def2-TZVPD.

Each line ends with the Mulliken charge.
CARTESIAN COORDINATES (ANGSTROEM)
O (0.253, -0.639, 1.881)  -0.412
C (0.808, -0.482, 0.829)  -0.048
C (0.146, 0.085, -0.395)  0.557
C (0.462, 0.391, -1.633)  -0.365
C (-1.224, 0.515, -0.572)  0.238
N (-2.311, 0.872, -0.770)  -0.296
H (1.866, -0.742, 0.661)  0.326

Cartesian forces, eV/Å:
O 0.180 0.140 -0.651
C -0.152 -0.059 0.341
C 0.037 0.129 -0.436
C 0.177 -0.178 0.397
C -1.122 0.275 0.088
N 1.005 -0.337 0.219
H -0.124 0.029 0.042

The energy relative to the best compared isomer or geometry (same formula, charge and spin) comes out at 49.6 kcal/mol. The value obtained for the HOMO energy is -11.5 eV. As for the multiplicity: 1. The electronic energy is -7696.41744 eV.

Entry 7:
A cluster of 2 separate species, C4HNO2 in total, computed with ωB97M-V/def2-TZVPD.

Each line ends with the Mulliken charge.
CARTESIAN COORDINATES (ANGSTROEM)
C (-0.674, -0.401, 1.398)  0.618
C (-0.010, 1.024, -0.654)  0.195
C (0.261, -1.045, 0.672)  -0.758
C (0.707, -1.124, -0.532)  0.778
N (-1.439, 0.253, 1.996)  -0.548
O (1.388, -1.355, -1.462)  -0.462
O (0.478, 1.260, -1.660)  -0.184
H (-0.710, 1.388, 0.242)  0.360

Cartesian forces, eV/Å:
C -1.165 0.065 1.263
C -0.037 0.313 0.455
C -0.239 1.615 -1.132
C 1.430 -1.352 0.297
N 0.558 -0.224 -0.629
O -0.757 0.250 -0.171
O -0.656 0.043 1.017
H 0.866 -0.711 -1.100

The energy relative to the best compared isomer or geometry (same formula, charge and spin) comes out at 53.5 kcal/mol. The value obtained for the HOMO energy (alpha / beta) is -9.4 / -9.4 eV. As for the multiplicity: 1. The electronic energy is -9744.37406 eV.

Entry 8:
The molecule C4HNO2, computed with ωB97M-V/def2-TZVPD.

Each line ends with the Mulliken charge.
CARTESIAN COORDINATES (ANGSTROEM)
C (1.191, -0.069, -0.006)  0.112
C (1.076, 1.361, 0.020)  -0.434
C (-1.201, 0.844, -0.079)  0.186
C (-1.157, -0.705, -0.054)  0.487
N (0.155, -0.851, -0.045)  -0.293
O (-0.220, 1.527, 0.025)  0.063
O (-2.031, -1.504, 0.050)  -0.492
H (2.187, -0.602, 0.089)  0.371

Cartesian forces, eV/Å:
C 1.187 -0.353 0.114
C 2.572 -0.152 0.339
C -0.754 -0.444 -0.013
C -0.340 -1.336 0.938
N 0.525 0.396 -0.258
O -1.211 0.181 -0.412
O -0.738 0.633 -0.471
H -1.241 1.076 -0.236

The energy relative to the best compared isomer or geometry (same formula, charge and spin) comes out at 125.3 kcal/mol. The value obtained for the HOMO energy (alpha / beta) is -9.5 / -9.5 eV. As for the multiplicity: 1. The electronic energy is -9741.26075 eV.